Arrangement A

Computed, not measured: a 2-piece molecular cluster, CH2N2O3 overall, with the ωB97M-V functional and the def2-TZVPD basis.

- HOMO energy (alpha / beta): -10.66 / -10.66 eV
- Frontier orbital gap (alpha / beta): 10.09 / 10.09 eV
- SMILES: O=[NH+][O-].C#[N+][O-]
- Molecular weight: 90.0 g mol⁻¹

Geometry as ORCA input:
```
! RIJCOSX wB97M-V def2-TZVPD def2/J DEFGRID3
* xyz 0 1
N 1.326 -0.426 0.224
O 1.528 -1.362 -0.535
O -1.812 2.108 -0.111
N -1.573 0.933 -0.233
C -0.991 -0.081 -0.148
H 0.559 -0.581 0.906
H -1.008 -1.125 -0.544
O 1.971 0.533 0.443
*
```

=====

Arrangement B

Computed, not measured: a 2-piece molecular cluster, CH2N2O3 overall, with the ωB97M-V functional and the def2-TZVPD basis.

- HOMO energy: -10.57 eV
- Frontier orbital gap: 11.02 eV
- SMILES: O=[NH+][O-].C#[N+][O-]
- Molecular weight: 90.0 g mol⁻¹

Geometry as ORCA input:
```
! RIJCOSX wB97M-V def2-TZVPD def2/J DEFGRID3
* xyz 0 1
O -1.620 0.071 0.467
O -0.193 1.678 -2.096
C 0.409 -0.374 1.527
O 0.560 -0.294 -1.637
N -0.308 0.503 -1.873
H -1.302 0.138 -1.862
N -0.585 -0.111 1.010
H 1.363 -0.385 1.955
*
```

=====

Which of them is most stable? Easy: arrangement B.

=====

Arrangement A

Computed, not measured: a 2-piece molecular cluster, C3HClF2 overall, with the ωB97M-V functional and the def2-TZVPD basis.

- HOMO energy (alpha / beta): -9.54 / -8.87 eV
- Frontier orbital gap (alpha / beta): 8.24 / 7.29 eV
- Molecular weight: 110.5 g mol⁻¹

Geometry as ORCA input:
```
! RIJCOSX wB97M-V def2-TZVPD def2/J DEFGRID3
* xyz 0 1
F -1.791 -1.451 0.989
C -0.817 -0.986 0.175
C 1.764 1.624 -0.206
C -0.045 0.078 0.427
F -0.957 -1.541 -1.028
H -0.144 0.514 1.377
Cl 1.991 1.761 -1.735
*
```

=====

Arrangement B

Computed, not measured: one molecule with the formula C3HClF2, with the ωB97M-V functional and the def2-TZVPD basis.

- HOMO energy: -9.92 eV
- Frontier orbital gap: 10.22 eV
- SMILES: FC1=C(Cl)[C@H]1F
- Molecular weight: 110.5 g mol⁻¹

Geometry as ORCA input:
```
! RIJCOSX wB97M-V def2-TZVPD def2/J DEFGRID3
* xyz 0 1
Cl -0.288 3.318 -0.381
H -0.078 -0.249 -0.759
F 0.652 -0.237 -2.589
C 1.707 1.045 -0.543
C 0.488 1.845 -0.803
F 2.930 0.741 -0.102
C 0.543 0.476 -1.275
*
```

=====

Arrangement C

Computed, not measured: one molecule with the formula C3HClF2, with the ωB97M-V functional and the def2-TZVPD basis.

- HOMO energy: -10.19 eV
- Frontier orbital gap: 9.84 eV
- SMILES: FC=C=C(F)Cl
- Molecular weight: 110.5 g mol⁻¹

Geometry as ORCA input:
```
! RIJCOSX wB97M-V def2-TZVPD def2/J DEFGRID3
* xyz 0 1
C 0.173 0.215 0.522
Cl 1.999 1.139 -1.621
H -0.274 -1.539 0.240
F -1.355 -0.730 2.158
F -0.540 1.004 -1.454
C 0.518 0.641 -0.752
C -0.522 -0.730 0.907
*
```

=====

Which of them is most stable? Easy: arrangement C.